89
Properties=species:S:1:pos:R:3:lowdin_charge:R:1 method="wB97M-V/def2-TZVPD" e_tot_ha=-7115.90800 e_lumo_ha="-0.2668 / -0.2688" charge=+2 de_lowest_kcal_mol=37.93 homo_lumo_gap_ev="5.804 / 5.773" spin_multiplicity=2 e_homo_ev="-13.1 / -13.1"
Pt 0.71039 0.62965 0.11006 0.365
As 0.07399 2.63722 1.39589 1.101
Ge -0.18205 -0.07753 -1.98087 0.578
S 3.19457 -0.40293 2.65398 0.969
S 2.85021 -0.47395 -0.37188 0.602
Si -0.55315 -2.47408 -2.27872 0.347
Si -2.39890 0.96953 -2.01416 0.356
Si 1.34424 0.62405 -3.78551 0.340
N -0.09835 -0.88984 1.65317 0.120
N 3.59137 -2.45274 1.22941 -0.017
C 3.85848 -2.98030 2.57157 -0.172
C -0.58403 -1.71606 2.28409 -0.116
C 0.23775 0.61340 -5.27520 -0.196
C 1.24054 2.94511 2.92040 -0.398
C 2.62978 3.44696 2.52442 -0.153
C -0.11400 4.41914 0.63499 -0.396
C -0.73261 -4.14174 2.63671 -0.017
C 3.19426 -1.21223 1.12824 -1.055
C -2.75237 -2.65433 2.90843 -0.018
C -2.21323 3.47497 3.04013 -0.136
C 2.72468 -0.60962 -3.92498 -0.214
C -0.86049 -2.52551 4.57449 -0.024
C -3.21363 0.56074 -3.62730 -0.190
C -1.65956 2.30584 2.22636 -0.408
C -1.22851 -2.76492 3.10142 -0.573
C 1.92377 2.32430 -3.30313 -0.224
C -1.79267 -2.95732 -0.96976 -0.215
C -1.22273 -2.69648 -3.99290 -0.188
C 0.86857 4.71335 -0.49668 -0.143
C -3.33770 0.27283 -0.54870 -0.219
C -2.06985 2.79033 -1.80849 -0.219
C 4.13212 -1.75860 3.44087 -0.363
C 1.06830 -3.34511 -2.00625 -0.213
H -2.96891 3.31995 -1.47319 0.052
H -0.17383 -0.37884 -5.46924 0.022
H 0.03429 5.09881 1.47459 0.085
H 1.73889 -3.21545 -2.85843 0.027
H 1.11275 3.04864 -3.40756 0.028
H -0.58592 1.32354 -5.17684 0.024
H -0.46912 -2.47603 -4.75228 0.029
H -2.59054 0.78653 -4.49482 0.021
H 2.98545 -3.53349 2.91904 0.119
H -1.81314 -4.04553 -0.84077 0.046
H -1.52892 -3.74108 -4.11844 0.055
H -3.23759 -3.34135 3.60255 0.104
H 0.32795 -4.28013 2.85630 0.082
H 3.64836 -3.03357 0.40182 0.157
H -4.01937 -0.52182 -0.86173 0.036
H 0.71700 3.68108 3.53095 0.075
H -4.13098 1.15592 -3.70904 0.056
H -3.04306 -2.92717 1.89325 0.085
H -1.53155 1.41865 2.84798 0.056
H -1.14219 4.52163 0.29874 0.062
H -1.21866 -1.55536 4.92057 0.096
H 2.57740 4.42932 2.05540 0.068
H 3.52229 -0.20204 -4.55560 0.050
H 0.21869 -2.57648 4.72954 0.086
H -2.65681 -0.13566 0.20228 -0.005
H -1.53408 -2.49731 -0.01551 -0.017
H 2.37324 -1.53286 -4.39121 0.032
H 3.80256 -1.88960 4.46685 0.092
H 4.71064 -3.65346 2.55042 0.138
H -3.49767 -0.49321 -3.66712 0.027
H 3.15734 -0.85171 -2.95627 -0.034
H -2.33880 2.03527 1.41799 0.040
H -3.94336 1.04985 -0.07094 0.037
H -3.10999 -1.64522 3.11804 0.095
H -1.57744 3.71762 3.89129 0.069
H -2.09533 -2.06677 -4.17653 0.018
H 2.26801 2.32704 -2.26716 0.005
H -3.19839 3.22205 3.43310 0.083
H -1.28261 2.93847 -1.07798 -0.049
H 1.29475 2.01560 3.48950 0.054
H 3.25893 3.54336 3.40914 0.084
H 2.75220 2.65637 -3.93751 0.047
H -1.75181 3.24792 -2.75063 0.048
H 0.82684 0.90748 -6.15195 0.055
H -2.32678 4.37386 2.43412 0.069
H -1.29361 -4.90905 3.17108 0.107
H 3.12799 2.76728 1.83006 0.055
H 5.18146 -1.47533 3.43047 0.094
H -1.33095 -3.30072 5.17981 0.104
H -0.89276 -4.28286 1.56772 0.076
H 1.90338 4.56464 -0.18896 0.065
H 0.76270 5.74808 -0.82333 0.090
H 0.90479 -4.41910 -1.86571 0.045
H -2.80063 -2.63466 -1.24319 0.035
H 1.56668 -2.94745 -1.11780 -0.021
H 0.68107 4.07022 -1.35292 0.032

***

12
Properties=species:S:1:pos:R:3:lowdin_charge:R:1 method="wB97M-V/def2-TZVPD" e_tot_ha=-716.81067 e_lumo_ha=0.0294 charge=0 de_lowest_kcal_mol=81.60 homo_lumo_gap_ev=9.488 e_homo_ev=-8.7
S -0.23495 -0.18124 -1.24353 0.817
O -0.57542 0.48951 -2.42148 -0.473
N -1.44390 0.14528 -0.08062 -0.189
N 0.46600 -2.06091 1.45795 0.131
N 1.59519 -0.17398 0.45847 0.014
C 1.02827 -1.11079 0.90979 -0.392
C 1.22098 0.73481 -0.50779 -0.318
H -2.20672 0.58755 -0.53138 0.018
H 0.67195 -2.99119 1.08989 0.077
H -1.87671 -0.47026 0.68012 0.094
H 2.01455 0.69743 -1.39325 0.145
H 0.90799 1.67345 -0.16045 0.077

***

48
Properties=species:S:1:pos:R:3:lowdin_charge:R:1 method="wB97M-V/def2-TZVPD" e_tot_ha=-1412.28037 e_lumo_ha=-0.0211 charge=0 de_lowest_kcal_mol=413.10 homo_lumo_gap_ev=7.451 e_homo_ev=-8.0
S -5.44834 -1.06420 0.29552 0.663
O -5.43226 -2.34662 -0.40244 -0.310
O 2.42649 2.88173 0.46239 -0.141
O -6.69251 -0.26253 0.26046 -0.343
N 2.44025 -0.36306 0.60781 -0.120
N 0.23917 1.85409 0.70976 0.080
N -5.10185 -1.29117 1.99503 -0.059
C 1.93606 0.69072 1.72443 -0.021
C -4.42885 1.35077 -0.14070 0.010
C -0.46213 3.07926 0.05601 0.013
C -1.08081 2.44671 -1.45738 -0.061
C -2.26017 1.73182 -1.11785 -0.204
C 4.41420 -2.35594 -0.28816 -0.265
C 4.76216 -1.01779 0.38299 -0.129
C 3.63571 0.08003 0.22604 -0.257
C -2.18680 0.20326 -0.93227 -0.006
C -4.27271 -0.14636 -0.38783 -0.389
C 3.04692 -2.75382 -0.53210 -0.397
C -3.18178 -0.60075 -0.66712 -0.200
C 1.49730 1.87244 0.97331 -0.362
C 1.41171 -0.92465 -0.09424 -0.125
C -3.48849 2.26040 -0.60708 -0.063
C 2.10164 -2.04672 -1.04006 -0.233
H 1.20517 0.13226 2.31662 0.126
H -5.76823 -1.04283 2.58497 -0.031
H 1.14271 -0.15768 -0.83124 0.119
H 2.97452 -3.96655 -0.81306 0.183
H -0.55207 1.35136 1.19823 0.180
H 2.47560 -1.89142 -1.95962 0.097
H -4.82479 -2.40812 2.13646 0.159
H 2.82895 -2.92286 0.79032 0.189
H 5.14383 -3.24649 -0.13318 0.133
H -1.48707 3.48683 -2.00675 0.184
H 2.64105 1.02412 2.41214 0.103
H -2.88860 -1.64949 -0.81425 0.160
H -5.46700 1.97764 0.25077 0.191
H 4.63988 -2.35287 -1.54619 0.159
H -1.28425 -0.02466 -1.55833 0.124
H 0.66281 -1.11815 0.36146 0.023
H 0.32791 3.74737 -0.29529 0.105
H 4.11230 0.95912 0.51631 0.113
H -1.15556 3.49373 0.60130 0.044
H 1.19772 -2.52434 -1.34034 0.122
H -3.66127 3.40243 -0.54344 0.142
H 5.79456 -0.76856 -0.10170 0.142
H -0.36103 2.20257 -1.94401 -0.008
H 3.63401 0.17425 -0.73969 0.075
H 4.79400 -1.15528 1.43197 0.085

***

23
Properties=species:S:1:pos:R:3:lowdin_charge:R:1 method="wB97M-V/def2-TZVPD" e_tot_ha=-446.06607 e_lumo_ha=-0.1207 charge=+1 de_lowest_kcal_mol=47.44 homo_lumo_gap_ev=11.543 e_homo_ev=-14.8
F 0.61987 -2.16518 0.13103 0.086
N 2.44285 0.90779 1.11963 0.208
N 2.99666 -0.58922 -0.54024 0.238
C -0.88714 -0.26703 0.05240 -0.554
C -2.17521 -0.78109 0.65684 -0.041
C 0.38119 -0.95654 0.55385 -0.109
C 2.19090 0.02511 0.24239 -0.218
C -0.92652 -0.63284 -1.44175 -0.028
C -0.92291 1.25887 0.25852 -0.025
H -2.31080 -1.84908 0.58184 0.104
H 0.58707 -0.96188 1.69300 0.169
H -1.13285 1.44480 1.41047 0.140
H -3.01479 -0.37755 0.16635 0.089
H 2.86842 -1.20615 -1.24764 0.103
H -0.19721 -0.12057 -1.93041 0.048
H -0.80624 -1.67577 -1.49368 0.066
H -0.02112 1.65725 -0.07368 0.044
H -1.97176 -0.43718 -1.94693 0.151
H -2.31512 -0.57389 1.63058 0.051
H 3.33970 1.29282 1.18021 0.122
H 1.71659 1.24559 1.76571 0.154
H 3.86854 -0.15496 -0.61506 0.121
H -1.79637 1.61311 -0.22217 0.082

***

23
Properties=species:S:1:pos:R:3:lowdin_charge:R:1 method="wB97M-V/def2-TZVPD" smiles="C=CN([O-])C(F)(CC)CC" e_tot_ha=-504.26363 e_lumo_ha=0.1371 charge=-1 homo_lumo_gap_ev=5.202 e_homo_ev=-1.5
F 1.30962 -0.71336 -1.48645 0.025
O -1.16666 -1.03189 -1.79022 -0.228
N -0.91639 -0.09109 -0.96891 -0.265
C -1.80905 0.32419 -0.09701 -0.323
C -3.18926 0.31143 -0.11675 -0.090
C 0.67764 -1.26543 0.74257 -0.166
C 1.29600 1.04345 0.00285 -0.203
C 0.60047 -0.25041 -0.41114 -0.440
C 1.35783 2.14260 -1.04285 -0.098
C 0.01225 -2.59848 0.42250 -0.095
H -0.08291 -2.77620 -0.60793 0.046
H 0.31590 -3.53224 0.81118 0.045
H 2.24345 2.87434 -0.88676 0.092
H -3.62091 -0.49252 -0.71644 -0.005
H 0.48739 2.74298 -1.14643 0.049
H 2.29365 0.73766 0.33502 0.099
H -1.46061 1.30800 0.37642 0.112
H 0.35667 -0.76731 1.69120 0.113
H -3.75874 0.94426 0.61658 0.005
H 0.87628 1.30056 1.00922 0.113
H -1.01583 -2.61826 0.63050 0.052
H 1.46651 1.76057 -2.02172 0.051
H 1.78336 -1.29613 0.96772 0.110

***

17
Properties=species:S:1:pos:R:3:lowdin_charge:R:1 method="wB97M-V/def2-TZVPD" smiles=CC[C@H](O)NC e_tot_ha=-288.96958 e_lumo_ha=0.0397 charge=0 de_lowest_kcal_mol=29.76 homo_lumo_gap_ev=10.557 e_homo_ev=-9.5
O 1.05761 1.86049 -0.05926 -0.083
N -0.85003 0.80794 0.26207 -0.102
C 1.25425 -0.47086 0.63572 -0.207
C 0.54579 0.57719 -0.22542 -0.479
C -1.84831 0.96333 -0.78721 -0.118
C 0.82961 -1.89382 0.28677 -0.105
H 0.56914 0.30544 -1.29466 0.148
H -1.95149 0.07177 -1.41939 0.077
H -0.25087 -2.02350 0.36588 0.066
H -2.81453 1.19389 -0.34253 0.077
H 1.12837 -2.13939 -0.73219 0.073
H 0.32105 2.09305 0.69615 0.168
H -1.53679 1.79030 -1.42532 0.084
H 2.32845 -0.34530 0.48614 0.114
H -1.13636 0.07730 0.90763 0.102
H 1.05056 -0.25804 1.68948 0.114
H 1.30356 -2.60977 0.95615 0.069

***

21
Properties=species:S:1:pos:R:3:lowdin_charge:R:1 method="wB97M-V/def2-TZVPD" e_tot_ha=-469.98853 e_lumo_ha="-0.3644 / -0.3541" charge=+2 de_lowest_kcal_mol=185.62 homo_lumo_gap_ev="7.320 / 7.486" e_homo_ev="-17.2 / -17.1"
N -1.20108 0.50987 0.22053 -0.196
N -2.20771 1.29131 0.93315 0.196
N 3.92867 0.54406 0.11514 0.029
N 1.65570 -0.39340 -0.24392 0.160
N 5.05215 0.81514 0.30104 0.274
C -0.27413 -1.88978 -0.00709 0.024
C 1.09553 -1.64457 -0.16493 -0.093
C -1.27645 0.86123 -1.16161 -0.056
C -1.32258 -0.98317 0.37015 -0.159
C 3.03205 -0.27983 0.11151 0.103
H -1.58706 -1.21427 1.35979 0.129
H -2.22656 0.65099 -1.52406 0.084
H -0.43806 0.27703 -1.47610 0.083
H -3.18963 1.06713 0.64850 0.186
H 1.68245 -2.48090 -0.33357 0.109
H -0.63728 -2.97727 -0.05249 0.179
H -1.06107 1.93284 -1.39308 0.130
H 5.57641 1.71529 0.09148 0.197
H -2.23308 1.23702 1.94672 0.177
H -2.17512 -1.40919 -0.27831 0.176
H -2.19313 2.37047 0.53717 0.267

***

10
Properties=species:S:1:pos:R:3:lowdin_charge:R:1 method="wB97M-V/def2-TZVPD" e_tot_ha=-789.04169 e_lumo_ha=0.0139 charge=0 de_lowest_kcal_mol=63.21 homo_lumo_gap_ev=10.598 e_homo_ev=-10.2
Cl -0.55823 -0.08887 2.20210 0.514
F -1.89760 1.06137 -1.59798 -0.021
O -0.01886 2.02746 -2.00644 0.099
O 1.12694 -0.80371 0.41332 -0.192
C 0.48622 -1.37084 1.52091 -0.669
C -0.52296 0.99341 -1.53056 -0.146
H -0.61170 2.75585 -2.41526 0.178
H 1.37167 -1.58532 2.34565 0.131
H -0.00822 -2.29372 1.53769 0.039
H 0.63275 -0.69565 -0.46942 0.065

***

15
Properties=species:S:1:pos:R:3:lowdin_charge:R:1 method="wB97M-V/def2-TZVPD" e_tot_ha=-493.40388 e_lumo_ha=-0.0308 charge=0 de_lowest_kcal_mol=115.04 homo_lumo_gap_ev=7.580 e_homo_ev=-8.4
I 3.11722 -0.63706 0.60472 0.762
C -1.72389 -0.30340 -0.08492 -0.163
C 2.04683 0.73752 -0.52129 -0.610
C -0.99372 -1.54234 0.41361 -0.174
C 1.35702 1.80430 0.21841 -0.331
C -0.64690 -0.98963 -0.93688 -0.168
H 1.29137 1.66882 1.38338 0.085
H -1.45414 0.57590 0.58988 0.102
H -1.11054 -1.41118 -1.86772 0.113
H 0.30638 2.04851 -0.14210 0.089
H -0.25710 -1.51671 1.18985 0.071
H -2.71444 -0.29414 -0.32330 0.048
H 1.97834 2.65200 0.27503 0.051
H 0.30478 -0.32714 -1.06012 0.045
H -1.50122 -2.46544 0.26144 0.081

***

81
Properties=species:S:1:pos:R:3:lowdin_charge:R:1 method="wB97M-V/def2-TZVPD" e_tot_ha=-6126.68194 e_lumo_ha="-0.1440 / -0.1440" charge=+1 de_lowest_kcal_mol=9.79 homo_lumo_gap_ev="5.612 / 5.610" e_homo_ev="-9.5 / -9.5"
Re 0.66055 0.49062 1.92205 1.255
As -3.46767 3.45690 -0.74214 0.506
S -2.32652 3.83225 1.09703 0.025
S -0.61472 4.23503 -0.04181 0.028
S -2.57437 1.27341 -1.41567 0.837
S -0.04375 2.33911 3.09650 0.600
S -1.75833 4.39869 -1.78884 0.046
O 1.98822 0.14077 0.68378 -0.322
O 0.67683 0.39606 -2.69366 -0.021
O -1.00240 -1.03123 -2.27919 -0.081
O -0.63638 -0.84563 1.33901 -0.306
O 0.85345 -0.21718 3.83384 -0.265
N 0.76383 0.60383 4.89043 -0.194
C -3.20975 -3.92994 1.59120 -0.061
C -3.22244 -4.85890 0.55893 -0.078
C 2.05337 0.39696 -0.71601 -0.342
C 3.56663 -3.03604 -1.31735 -0.066
C 0.18798 2.67546 5.85436 -0.065
C 4.63469 -1.50989 -2.82290 -0.065
C -3.59771 -0.23942 -1.01204 -0.347
C -5.33694 0.53981 0.50083 -0.073
C -2.00703 -3.30801 -0.83138 -0.017
C 3.49835 4.48118 -1.20222 -0.085
C 3.86124 -0.46913 -2.32275 -0.011
C -3.02235 0.57174 1.27549 -0.121
C 2.56838 2.47461 -2.16903 -0.042
C 4.48884 -2.79596 -2.32720 -0.077
C -4.31809 0.87017 1.47378 -0.085
C 2.60147 1.82966 -0.92965 -0.137
C -5.00253 -0.03947 -0.65980 -0.067
C 0.49818 2.18272 7.09853 -0.044
C 2.92120 -0.70312 -1.32626 -0.131
C 3.56122 3.84232 0.02569 -0.072
C -0.12854 -0.59900 -3.31109 -0.566
C 3.00586 3.78721 -2.29913 -0.069
C -2.59075 -2.70227 1.41554 -0.016
C 0.59728 0.32722 -1.28315 -0.178
C -2.62154 -4.54313 -0.64842 -0.064
C -2.53645 0.00706 0.00917 -0.392
C 2.79546 -1.99801 -0.81858 -0.045
C -0.28836 -0.93854 -1.05181 -0.167
C 3.11499 2.53369 0.15767 -0.037
C -1.98407 -2.37541 0.20244 -0.132
C 1.09903 0.10033 6.10035 0.003
C 0.33918 1.86595 4.72470 -0.600
C 0.97290 0.87172 7.21852 -0.035
C 0.74405 -1.74150 -3.79708 0.038
C -1.30631 -0.98249 0.11789 -0.376
C -0.93922 0.00999 -4.43244 0.024
H -1.55290 -3.08626 -1.78565 0.110
H 5.10271 -3.60122 -2.70988 0.106
H 0.07800 1.21398 -0.88396 0.109
H 2.11439 -2.19378 -0.00057 0.114
H 1.45343 -0.92034 6.08663 0.147
H 3.95788 4.36305 0.89016 0.108
H 3.19919 2.05397 1.11806 0.099
H -5.75100 -0.40407 -1.35156 0.123
H 3.45754 -4.03204 -0.90666 0.109
H -1.32791 0.98205 -4.13503 0.070
H 1.23488 -2.24168 -2.96079 0.080
H 2.96566 4.26584 -3.27143 0.108
H -4.62486 1.28605 2.42708 0.121
H -1.76851 -0.65209 -4.68783 0.101
H -3.67154 -4.16837 2.54190 0.108
H 4.00861 0.52678 -2.71645 0.108
H -2.30548 0.69196 2.07218 0.074
H -2.55921 -1.99304 2.23269 0.117
H 2.18674 1.96168 -3.03751 0.112
H 5.36387 -1.30516 -3.59801 0.108
H -0.30699 0.14311 -5.31077 0.099
H -6.37899 0.68160 0.76159 0.118
H 1.51745 -1.35289 -4.46116 0.104
H -3.69438 -5.82461 0.69681 0.108
H -3.37183 -0.97264 -1.77516 0.123
H -2.62099 -5.26243 -1.45876 0.108
H -0.17331 3.68398 5.70684 0.115
H 0.13279 -2.46223 -4.34235 0.101
H 0.34882 -1.81630 -0.93585 0.141
H 0.38211 2.80642 7.97624 0.119
H 1.24167 0.45635 8.17976 0.119
H 3.84523 5.50213 -1.30865 0.106